[1]
Density functional theory data (the ωB97M-V functional and the def2-TZVPD basis) for a cluster of 2 separate species, CH3O3PS in total.

Each line ends with the Mulliken charge.
Geometry (Å):
1 O -3.335 1.005 -0.601  -0.3227
2 P -4.181 -0.131 -0.210  0.3009
3 C -2.980 -1.153 0.848  0.5971
4 O -3.224 -1.588 1.928  -0.4905
5 O -1.754 -1.159 0.386  -0.4175
6 H -1.163 -1.399 1.222  0.3393
7 S 0.742 1.891 -0.951  -0.3353
8 H 0.970 0.539 -1.294  0.1426
9 H -0.675 1.750 -0.821  0.1861

The SMILES is O=PC(=O)O.S. The calculated total energy is -27351.1346 eV. The total charge is 0. For the maximum force, the calculation gives 3.25 eV Å⁻¹. The calculation puts the relative energy (zero: lowest compared OMol25 entry of this formula, charge and spin) at 1.701 eV. The LUMO energy is -1.68 eV. The calculation puts the molecular weight at 126.1 u.

=====

[2]
Density functional theory data (the ωB97M-V functional and the def2-TZVPD basis) for a structure of composition C8H14O4P2.

Each line ends with the Mulliken charge.
Geometry (Å):
1 C 0.425 -3.910 -0.909  -0.7300
2 C -0.640 -3.085 -0.655  -0.2263
3 C -1.059 1.515 -0.967  -1.4970
4 C 0.033 1.977 1.283  -0.9116
5 C -2.099 2.558 0.743  -0.2925
6 C 2.412 0.522 0.066  -0.4078
7 C 0.101 1.056 0.063  1.1924
8 C -0.597 -1.579 -0.872  -0.6511
9 O -2.296 1.601 -0.292  -0.3497
10 O -1.285 2.098 1.785  -0.3534
11 O 1.367 1.132 -0.634  -0.4511
12 O 2.400 -0.832 0.212  -0.2625
13 P 1.348 -1.226 1.436  -0.1154
14 P -0.611 -0.590 0.725  0.0488
15 H 0.542 -4.933 -0.665  0.2950
16 H 1.257 -3.576 -1.458  0.2844
17 H -1.644 -3.447 -0.222  0.2242
18 H -0.763 2.445 -1.466  0.4433
19 H -1.106 0.632 -1.542  0.6112
20 H 0.641 1.556 2.075  0.4150
21 H 0.447 2.954 1.284  0.4264
22 H -1.711 3.490 0.231  0.3873
23 H -3.128 2.895 1.298  0.2233
24 H 3.271 0.765 -0.558  0.3175
25 H 2.633 0.989 1.028  0.4343
26 H 0.424 -1.408 -1.393  0.2735
27 H -1.337 -1.090 -1.460  0.5627
28 H 0.977 -2.508 0.864  0.1093

The calculated total energy is -35286.8984 eV. The total charge is 0. For the maximum force, the calculation gives 3.60 eV Å⁻¹. The calculation puts the relative energy (zero: lowest compared OMol25 entry of this formula, charge and spin) at 1.535 eV. The LUMO energy is 0.86 eV. The calculation puts the molecular weight at 236.1 u.

=====

[3]
Density functional theory data (the ωB97M-V functional and the def2-TZVPD basis) for a cluster of 4 separate species, C6H19NO4 in total.

Each line ends with the Mulliken charge.
Geometry (Å):
1 C 1.345 1.459 -2.025  -0.8211
2 C 2.040 0.713 -0.770  -0.5716
3 N 1.096 0.477 0.379  0.1196
4 C 1.730 0.917 1.672  -0.9501
5 C 0.510 -0.874 0.454  0.3961
6 C -0.772 -0.855 1.240  -1.4819
7 C 1.414 -2.028 0.847  -0.1418
8 O 1.277 -3.128 0.296  -0.4770
9 H 1.987 1.453 -2.838  0.4886
10 H 1.266 2.552 -1.954  0.3037
11 H 0.191 1.202 -2.302  -0.0706
12 H 2.934 1.286 -0.561  0.4855
13 H 2.310 -0.230 -1.283  0.2494
14 H 2.402 0.179 2.235  0.3013
15 H 0.929 1.197 2.451  0.2504
16 H 2.444 1.822 1.457  0.3473
17 H 0.195 -0.975 -0.666  0.3658
18 H -1.728 -0.502 0.913  0.4684
19 H -0.980 -1.848 1.746  0.2789
20 H -0.787 -0.113 2.122  0.3113
21 H 2.023 -1.965 1.799  0.2645
22 O -1.899 1.043 -0.867  -0.7726
23 H -0.992 0.714 -0.590  0.4190
24 H -2.283 1.631 -0.137  0.2620
25 O -1.812 0.557 -3.812  -0.6723
26 H -2.512 1.131 -3.956  0.2978
27 H -1.731 0.437 -2.702  0.3375
28 O -3.048 0.547 2.819  -0.5903
29 H -3.098 -0.331 2.845  0.2919
30 H -3.971 0.885 2.774  0.3103

The SMILES is CCN(C)[C@H](C)C=O.O.O.O. The calculated total energy is -16206.6948 eV. The total charge is 0. For the maximum force, the calculation gives 6.28 eV Å⁻¹. The calculation puts the relative energy (zero: lowest compared OMol25 entry of this formula, charge and spin) at 4.734 eV. The LUMO energy is 0.36 eV. The calculation puts the molecular weight at 169.2 u.

=====

[4]
Density functional theory data (the ωB97M-V functional and the def2-TZVPD basis) for the molecule C19H24N4O3.

Each line ends with the Mulliken charge.
Geometry (Å):
1 H -7.627 -6.294 7.539  0.2491
2 N -8.515 -5.826 7.682  -0.7878
3 C -8.659 -4.856 6.890  0.3868
4 N -9.747 -4.015 6.816  -0.0801
5 C -9.548 -3.073 5.829  -0.2480
6 C -8.347 -3.311 5.295  0.5141
7 C -7.715 -2.600 4.170  0.0948
8 O -8.382 -1.782 3.547  -0.7001
9 N -6.431 -2.867 3.847  0.1414
10 C -5.425 -3.620 4.609  -0.5721
11 C -4.102 -3.038 4.112  0.2940
12 C -3.716 -1.784 4.889  -1.6993
13 C -4.434 -2.749 2.637  -0.2965
14 N -3.517 -1.881 1.942  -0.1423
15 C -2.737 -2.303 0.908  0.4706
16 O -2.743 -3.451 0.506  -0.6749
17 C -1.814 -1.243 0.330  -0.3264
18 C -1.545 -1.443 -1.165  -1.1679
19 C -0.187 -0.936 -1.573  0.4111
20 C 0.951 -1.690 -1.300  -0.4617
21 C 2.204 -1.213 -1.649  -0.6334
22 C 2.335 0.021 -2.272  -0.5882
23 C 1.214 0.792 -2.553  0.7488
24 C 1.348 2.142 -3.205  -1.4226
25 C -0.038 0.296 -2.199  -0.4727
26 C -5.855 -2.187 2.694  -1.0752
27 O -7.778 -4.414 5.933  -0.3463
28 H -10.546 -4.122 7.413  0.1609
29 H -10.261 -2.313 5.569  0.4903
30 H -5.556 -3.479 5.679  0.4523
31 H -5.499 -4.689 4.396  0.2730
32 H -3.301 -3.774 4.183  0.4384
33 H -4.509 -1.031 4.850  0.3515
34 H -3.544 -2.025 5.938  0.4206
35 H -2.800 -1.339 4.497  0.4057
36 H -4.429 -3.689 2.087  0.3051
37 H -3.480 -0.909 2.199  0.3630
38 H -0.872 -1.345 0.878  0.3258
39 H -2.188 -0.238 0.538  0.2737
40 H -2.325 -0.954 -1.751  0.4427
41 H -1.613 -2.513 -1.365  0.3955
42 H 0.849 -2.659 -0.825  0.4344
43 H 3.085 -1.809 -1.444  0.3822
44 H 3.318 0.385 -2.549  0.3807
45 H 0.460 2.391 -3.786  0.3658
46 H 1.481 2.924 -2.454  0.2799
47 H 2.211 2.175 -3.870  0.3804
48 H -0.923 0.883 -2.425  0.3174
49 H -5.858 -1.102 2.846  0.3671
50 H -6.432 -2.387 1.792  0.3783

The SMILES is [H]/N=c1/[nH]cc(C(=O)N2C[C@H](C)[C@H](NC(=O)CCc3cccc(C)c3)C2)o1. The calculated total energy is -32196.5700 eV. The total charge is 0. For the maximum force, the calculation gives 0.12 eV Å⁻¹. The calculation puts the relative energy (zero: lowest compared OMol25 entry of this formula, charge and spin) at 1.645 eV. The LUMO energy is 0.55 eV. The calculation puts the molecular weight at 356.4 u.

=====

[5]
Density functional theory data (the ωB97M-V functional and the def2-TZVPD basis) for a cluster of 3 separate species, C2H3N4O in total.

Each line ends with the Mulliken charge.
Geometry (Å):
1 C 2.014 1.457 0.216  0.2309
2 C -2.050 -1.749 0.180  -0.2335
3 N 0.896 1.262 0.424  -0.0379
4 N 3.086 -0.649 0.098  0.1412
5 N 3.485 -1.684 0.079  -0.1711
6 N -1.620 -0.716 0.476  0.3824
7 O -1.425 0.473 0.575  -0.5731
8 H 3.010 1.928 -0.102  0.3593
9 H -2.315 -2.677 -0.113  0.5043
10 H -0.018 0.738 0.715  0.3974

The calculated total energy is -10119.2441 eV. The total charge is +1. For the maximum force, the calculation gives 4.38 eV Å⁻¹. The calculation puts the relative energy (zero: lowest compared OMol25 entry of this formula, charge and spin) at 3.503 eV. The LUMO energy is -4.19 eV. The calculation puts the molecular weight at 99.1 u.

=====

[6]
Density functional theory data (the ωB97M-V functional and the def2-TZVPD basis) for a cluster of 2 separate species, CH2Cl2N2 in total.

Each line ends with the Mulliken charge.
Geometry (Å):
1 N 0.238 -1.250 -1.412  -0.4746
2 C 0.333 -0.106 -0.969  0.4456
3 N 0.645 0.761 -0.209  -0.2367
4 Cl 1.345 2.232 -0.076  0.0033
5 H -0.506 -1.943 -1.401  0.2805
6 Cl -1.470 -0.364 1.877  -0.2900
7 H -0.585 0.671 2.189  0.2720

The SMILES is N=C=NCl.Cl. The calculated total energy is -29091.8125 eV. The total charge is 0. For the maximum force, the calculation gives 3.28 eV Å⁻¹. The calculation puts the relative energy (zero: lowest compared OMol25 entry of this formula, charge and spin) at 1.843 eV. The LUMO energy is 0.37 eV. The calculation puts the molecular weight at 112.9 u.

=====

Number 6 is which compound?
CH2Cl2N2